A structure of composition C8H6CoNO5 at a distorted geometry, computed with wB97M-V/def2-TZVPD.

Element x y z (Å)
O (-1.453, 4.733, 1.635)
C (-1.435, 4.243, 0.596)
Co (0.094, -0.158, -1.748)
O (-2.541, -0.014, -0.537)
C (-1.572, 0.082, -1.136)
C (-0.235, -1.574, -2.522)
O (-0.611, -2.672, -2.654)
C (-0.979, 1.949, -4.552)
O (-0.021, 2.615, -4.733)
C (-1.628, 0.944, -3.584)
O (-2.805, 0.746, -3.727)
H (0.964, -0.737, -0.807)
C (1.252, -0.793, 3.555)
C (1.844, -1.521, 2.333)
C (0.979, -1.257, 1.254)
N (0.092, -1.008, 0.512)
H (1.464, 0.266, 3.490)
H (1.671, -1.173, 4.483)
H (0.170, -0.930, 3.591)
H (2.840, -1.139, 2.077)
H (1.910, -2.603, 2.473)

<S²>: 3.7801
Multiplicity: 4
Highest occupied orbital energy (alpha / beta): -12.14 / -13.50 eV
DFT total energy: -57732.424 eV
Net charge: +1
E_LUMO (alpha / beta): -5.0 / -6.0 eV
Gap between HOMO and LUMO (alpha / beta): 7.17 / 7.51 eV

---

A cluster of 3 separate species, C17H31I2NO6 in total at a distorted geometry, computed with wB97M-V/def2-TZVPD.

Element x y z (Å)
C (5.081, -1.983, -1.447)
C (4.034, -0.922, -1.436)
I (3.209, -0.552, -3.374)
C (3.641, -0.250, -0.399)
I (4.606, -0.651, 1.467)
C (2.601, 0.830, -0.285)
O (2.536, 1.886, -1.251)
C (1.549, 2.668, -0.709)
O (1.454, 3.794, -0.794)
O (0.698, 1.887, 0.034)
C (1.124, 0.515, -0.169)
C (0.326, 0.089, -1.402)
C (-1.183, 0.173, -1.176)
C (-1.793, -1.141, -0.770)
N (-3.135, -1.080, -0.238)
O (-1.240, -2.169, -0.892)
H (5.846, -1.830, -0.694)
H (4.582, -2.934, -1.263)
H (5.577, -2.058, -2.409)
H (2.863, 1.347, 0.643)
H (0.874, -0.208, 0.604)
H (0.579, -0.910, -1.741)
H (0.551, 0.736, -2.244)
H (-1.483, 0.954, -0.483)
H (-1.646, 0.429, -2.130)
H (-3.095, -1.331, 0.743)
H (-3.666, -1.798, -0.723)
C (-7.320, -4.844, -2.590)
C (-6.198, -4.544, -1.611)
O (-6.323, -3.291, -0.962)
C (-7.490, -3.101, -0.181)
C (-7.642, -4.101, 0.953)
H (-7.383, -4.063, -3.349)
H (-7.144, -5.800, -3.085)
H (-8.291, -4.900, -2.095)
H (-5.253, -4.507, -2.154)
H (-6.100, -5.348, -0.874)
H (-8.379, -3.101, -0.821)
H (-7.410, -2.097, 0.237)
H (-7.734, -5.125, 0.588)
H (-8.534, -3.874, 1.538)
H (-6.773, -4.064, 1.612)
C (3.626, 5.036, 1.113)
C (3.602, 4.453, 2.515)
O (4.479, 3.351, 2.692)
C (5.855, 3.601, 2.469)
C (6.443, 4.666, 3.380)
H (3.382, 4.271, 0.384)
H (2.902, 5.846, 1.027)
H (4.608, 5.437, 0.852)
H (2.601, 4.074, 2.726)
H (3.804, 5.226, 3.264)
H (6.031, 3.850, 1.416)
H (6.364, 2.654, 2.652)
H (5.971, 5.638, 3.230)
H (7.510, 4.779, 3.186)
H (6.305, 4.390, 4.426)

SMILES: C/C(I)=C(\I)[C@H]1OC(=O)O[C@H]1CCC(N)=O.CCOCC.CCOCC
Highest occupied orbital energy: -9.14 eV
DFT total energy: -48106.105 eV
E_LUMO: -0.3 eV
Gap between HOMO and LUMO: 8.86 eV

---

A cluster of 2 separate species, HN2O4 in total at a distorted geometry, computed with wB97M-V/def2-TZVPD.

Element x y z (Å)
N (0.745, 0.963, 0.232)
N (-0.923, -1.580, 0.134)
O (1.078, 1.493, -0.840)
O (-1.590, -0.544, 0.436)
O (-1.268, -2.711, 0.487)
O (1.398, 0.824, 1.302)
H (-0.221, 0.462, 0.139)

Highest occupied orbital energy: -3.71 eV
DFT total energy: -11182.801 eV
Net charge: -1
E_LUMO: 4.0 eV
Gap between HOMO and LUMO: 7.69 eV

---

A structure of composition CBrF4N at a distorted geometry, computed with wB97M-V/def2-TZVPD.

Element x y z (Å)
C (0.064, -0.177, -0.582)
N (0.565, 0.551, 0.513)
F (-0.688, -1.253, -0.245)
F (1.049, -0.583, -1.363)
F (-0.748, 0.579, -1.371)
F (0.366, -0.990, 3.157)
Br (-0.339, 0.496, 1.930)

Highest occupied orbital energy (alpha / beta): -11.69 / -11.69 eV
DFT total energy: -83435.319 eV
E_LUMO (alpha / beta): -3.0 / -3.0 eV
Gap between HOMO and LUMO (alpha / beta): 8.65 / 8.65 eV

---

A cluster of 2 separate species, CH3ClFN in total at a distorted geometry, computed with wB97M-V/def2-TZVPD.

Element x y z (Å)
C (1.009, 0.274, -0.141)
N (-1.010, -0.306, 0.668)
F (-1.370, -1.588, 0.424)
Cl (-1.895, 0.671, -0.398)
H (0.764, 1.242, 0.066)
H (1.492, -0.317, 0.579)
H (1.010, 0.024, -1.197)

Highest occupied orbital energy (alpha / beta): -9.52 / -8.88 eV
DFT total energy: -17809.938 eV
E_LUMO (alpha / beta): -0.2 / -0.6 eV
Gap between HOMO and LUMO (alpha / beta): 9.30 / 8.31 eV